1.
Here is an isolated ion of composition C2H3N2OS and charge +1 at a distorted geometry from the OMol25 dataset. Energies are from ωB97M-V/def2-TZVPD.

```
9
Properties=species:S:1:pos:R:3:lowdin_charge:R:1
C -1.245 -0.934 0.682 -0.28
C 0.597 0.455 -0.355 -0.18
N -1.587 0.322 0.837 0.08
N -0.815 1.222 0.519 -0.20
O -0.742 2.378 0.631 0.23
S 0.169 -1.236 -0.174 1.15
H -1.835 -1.639 1.130 0.09
H 0.509 0.810 -1.293 0.05
H 1.440 0.723 0.118 0.05
```

Summary:
Net charge: +1
Gap between HOMO and LUMO: 8.736 eV
ΔE to the lowest compared entry with this formula, charge and spin: 97.4 kcal per mole
E_HOMO: -16.1 eV
E_tot: -17973.225 eV
SMILES string: O=[N+]1CSC=N1

=====

2.
Here is an isolated ion of composition C2H3N2OS3 and charge -1 at a distorted geometry from the OMol25 dataset. Energies are from ωB97M-V/def2-TZVPD.

```
11
Properties=species:S:1:pos:R:3:lowdin_charge:R:1
C -2.291 0.062 0.064 -1.37
C -0.008 0.259 -0.283 -0.65
N -1.165 -0.458 -0.416 -0.15
N -0.170 1.632 -0.750 -0.19
O 0.595 2.529 -0.458 -0.09
S -3.726 -0.900 0.094 0.30
S -2.479 1.734 0.474 0.50
S 0.662 0.027 1.583 0.57
H 0.779 -0.156 -0.975 0.13
H -1.076 -1.400 -0.719 0.11
H -0.499 -0.563 1.999 -0.16
```

Summary:
Net charge: -1
Gap between HOMO and LUMO: 6.590 eV
ΔE to the lowest compared entry with this formula, charge and spin: 0.0 kcal per mole
E_HOMO: -3.5 eV
E_tot: -39654.844 eV
SMILES string: O=N[C@@H](S)NC(=S)[S-]

=====

3.
Here is a 3-piece molecular cluster, C2H3N2PS3 overall at a distorted geometry from the OMol25 dataset. Energies are from ωB97M-V/def2-TZVPD.

```
11
Properties=species:S:1:pos:R:3:lowdin_charge:R:1
C 0.661 -1.371 -0.067 0.00
C -4.367 0.795 -1.380 -0.88
N 0.720 -0.369 0.461 -0.04
N -4.062 1.640 -0.570 0.15
P 2.064 1.064 1.878 0.03
S -4.525 -0.228 -2.530 0.71
S 1.534 2.854 1.434 -0.01
S 3.862 0.622 0.632 0.16
H 0.761 -2.345 -0.443 0.07
H -4.198 1.761 0.343 0.02
H 4.179 1.845 0.122 -0.21
```

Summary:
Net charge: 0
Gap between HOMO and LUMO: 7.877 eV
ΔE to the lowest compared entry with this formula, charge and spin: 25.3 kcal per mole
E_HOMO: -8.5 eV
E_tot: -46895.851 eV
SMILES string: N=C=S.S=PS.C#N

=====

4.
Here is an isolated ion of composition C2H3N2S and charge +1 at a distorted geometry from the OMol25 dataset. Energies are from ωB97M-V/def2-TZVPD.

```
8
Properties=species:S:1:pos:R:3:lowdin_charge:R:1
C -0.507 0.582 -0.973 0.30
C -0.016 -0.048 0.031 -0.22
N 0.881 2.486 -0.636 -0.31
N 1.014 0.424 0.842 -0.23
S 1.846 1.893 0.264 1.06
H -0.381 -0.946 0.557 0.18
H -0.964 1.219 -1.715 0.10
H 1.533 -0.208 1.455 0.11
```

Summary:
Net charge: +1
Gap between HOMO and LUMO: 8.627 eV
ΔE to the lowest compared entry with this formula, charge and spin: 52.3 kcal per mole
E_HOMO: -15.6 eV
E_tot: -15925.358 eV

=====

5.
Here is a single C2H3N3 molecule at a distorted geometry from the OMol25 dataset. Energies are from ωB97M-V/def2-TZVPD.

```
8
Properties=species:S:1:pos:R:3:lowdin_charge:R:1
N 1.253 -0.004 -0.168 0.02
N 0.645 0.974 0.304 -0.05
C -0.766 0.829 0.398 -0.17
C -1.111 -0.422 0.093 -0.19
N -0.548 -1.485 -0.122 0.16
H 2.257 0.141 -0.096 0.07
H -1.370 1.671 0.688 0.08
H -0.360 -1.705 -1.097 0.09
```

Summary:
Net charge: 0
Gap between HOMO and LUMO: 9.688 eV
ΔE to the lowest compared entry with this formula, charge and spin: 75.9 kcal per mole
E_HOMO: -9.2 eV
E_tot: -6589.285 eV
SMILES string: [H]/N=N/C=C=N

=====

6.
Here is a single C2H3N3 molecule at a distorted geometry from the OMol25 dataset. Energies are from ωB97M-V/def2-TZVPD.

```
8
Properties=species:S:1:pos:R:3:lowdin_charge:R:1
C 0.617 0.808 -0.069 -0.18
C -0.747 0.407 -0.076 -0.09
H 1.176 1.838 0.122 0.13
H -1.619 1.031 -0.137 0.11
H -1.088 -1.751 0.358 0.24
N -0.496 -0.864 -0.057 -0.10
N 0.717 -1.223 -0.132 -0.09
N 1.441 -0.246 -0.009 -0.02
```

Summary:
Net charge: 0
Gap between HOMO and LUMO: 10.403 eV
ΔE to the lowest compared entry with this formula, charge and spin: 57.3 kcal per mole
E_HOMO: -9.6 eV
E_tot: -6590.091 eV
SMILES string: c1c[nH]nn1

=====

7.
Here is a single C2H3N3 molecule at a distorted geometry from the OMol25 dataset. Energies are from ωB97M-V/def2-TZVPD.

```
8
Properties=species:S:1:pos:R:3:lowdin_charge:R:1
N 1.161 -0.055 0.019 -0.10
N 0.532 1.084 0.237 0.04
C -0.755 0.748 0.211 -0.14
C -0.834 -0.657 -0.032 -0.15
N 0.416 -1.112 -0.105 0.02
H 2.156 -0.156 -0.047 0.15
H -1.472 1.527 0.455 0.09
H -1.205 -1.380 -0.739 0.09
```

Summary:
Net charge: 0
Gap between HOMO and LUMO: 11.301 eV
ΔE to the lowest compared entry with this formula, charge and spin: 39.3 kcal per mole
E_HOMO: -10.1 eV
E_tot: -6590.872 eV
SMILES string: c1cn[nH]n1

=====

8.
Here is a single C2H3N3 molecule from the OMol25 dataset. Energies are from ωB97M-V/def2-TZVPD.

```
8
Properties=species:S:1:pos:R:3:lowdin_charge:R:1
N -0.525 0.745 0.824 -0.11
N -1.237 -0.126 0.133 0.05
C -0.326 -0.707 -0.644 -0.16
C 0.924 -0.143 -0.353 -0.16
N 0.771 0.780 0.588 0.05
H -0.935 1.302 1.556 0.15
H -0.571 -1.479 -1.360 0.09
H 1.899 -0.372 -0.744 0.09
```

Summary:
Net charge: 0
Gap between HOMO and LUMO: 11.488 eV
ΔE to the lowest compared entry with this formula, charge and spin: 13.4 kcal per mole
E_HOMO: -10.3 eV
E_tot: -6591.993 eV
SMILES string: c1cn[nH]n1

=====

> What is the formula in the fourth record?

C2H3N2S

=====

What did the fifth record say?
Here is a single C2H3N3 molecule at a distorted geometry from the OMol25 dataset. Energies are from ωB97M-V/def2-TZVPD.

```
8
Properties=species:S:1:pos:R:3:lowdin_charge:R:1
N 1.253 -0.004 -0.168 0.02
N 0.645 0.974 0.304 -0.05
C -0.766 0.829 0.398 -0.17
C -1.111 -0.422 0.093 -0.19
N -0.548 -1.485 -0.122 0.16
H 2.257 0.141 -0.096 0.07
H -1.370 1.671 0.688 0.08
H -0.360 -1.705 -1.097 0.09
```

Summary:
Net charge: 0
Gap between HOMO and LUMO: 9.688 eV
ΔE to the lowest compared entry with this formula, charge and spin: 75.9 kcal per mole
E_HOMO: -9.2 eV
E_tot: -6589.285 eV
SMILES string: [H]/N=N/C=C=N